(1)
DFT (ωB97M-V with the def2-TZVPD basis set) results for 4 unconnected molecules or ions with the total composition C26H61IN4O2P at a distorted geometry.

Computed properties:
* lowest unoccupied orbital energy: -4.41 eV
* energy: -55385.895 eV
* total charge: +1
* strongest force on any atom: 1.19 eV/Å
* Kohn-Sham gap: 0.2817 Eh

Positions of all 95 atoms, in Å:
1 C 2.428 0.866 0.558
2 C 1.663 2.162 0.344
3 I 2.900 3.863 0.686
4 C 1.016 2.300 -1.035
5 C -0.447 2.624 -1.043
6 C -0.942 3.050 -2.415
7 N -2.381 2.952 -2.590
8 C -3.065 3.109 -1.343
9 C -2.788 1.955 -0.408
10 P -3.190 2.359 1.336
11 N -2.067 3.023 2.184
12 N -1.333 1.498 -0.525
13 C -1.209 0.237 -1.322
14 O -0.086 -0.432 -0.856
15 N 0.335 -1.495 -1.921
16 O 1.172 -1.095 -2.568
17 H 1.837 0.164 1.126
18 H 2.685 0.413 -0.388
19 H 3.350 1.031 1.086
20 H 0.912 2.249 1.115
21 H 1.222 1.417 -1.617
22 H 1.450 3.133 -1.565
23 H -0.590 3.437 -0.345
24 H -0.620 4.072 -2.547
25 H -0.464 2.454 -3.178
26 H -2.653 2.104 -3.071
27 H -4.132 3.184 -1.478
28 H -2.740 4.041 -0.898
29 H -3.407 1.131 -0.719
30 H -3.648 1.139 1.842
31 H -4.357 3.100 1.208
32 H -1.211 3.274 1.711
33 H -0.997 1.279 0.426
34 H -2.110 -0.349 -1.198
35 H -1.101 0.512 -2.366
36 C 2.170 2.915 -7.858
37 C 3.378 2.979 -6.927
38 C 3.234 2.117 -5.674
39 C 2.069 2.507 -4.765
40 C 2.096 3.952 -4.269
41 C 3.318 4.292 -3.420
42 H 1.263 3.280 -7.374
43 H 2.329 3.523 -8.747
44 H 1.986 1.890 -8.186
45 H 3.569 4.018 -6.646
46 H 4.265 2.646 -7.468
47 H 4.167 2.152 -5.106
48 H 3.105 1.073 -5.975
49 H 2.072 1.833 -3.896
50 H 1.123 2.326 -5.287
51 H 1.192 4.130 -3.677
52 H 2.031 4.639 -5.115
53 H 3.372 3.638 -2.547
54 H 3.269 5.320 -3.062
55 H 4.247 4.183 -3.979
56 C -4.511 -2.058 6.393
57 C -3.111 -2.362 5.866
58 C -2.034 -1.422 6.405
59 C -2.228 0.053 6.047
60 C -2.319 0.334 4.551
61 C -1.065 -0.052 3.781
62 H -4.843 -1.057 6.110
63 H -5.241 -2.766 6.003
64 H -4.537 -2.120 7.482
65 H -3.118 -2.334 4.771
66 H -2.841 -3.385 6.138
67 H -1.057 -1.761 6.047
68 H -1.998 -1.510 7.494
69 H -1.395 0.626 6.464
70 H -3.127 0.437 6.534
71 H -2.498 1.402 4.401
72 H -3.185 -0.190 4.130
73 H -0.197 0.494 4.155
74 H -1.167 0.180 2.713
75 H -0.859 -1.112 3.862
76 C -0.484 -3.645 0.813
77 C 0.643 -4.089 1.746
78 C 1.873 -4.605 1.004
79 C 1.627 -5.838 0.133
80 C 1.058 -7.043 0.878
81 C 1.972 -7.569 1.982
82 H -0.838 -4.471 0.195
83 H -1.339 -3.265 1.374
84 H -0.127 -2.858 0.151
85 H 0.268 -4.854 2.432
86 H 0.949 -3.248 2.370
87 H 2.658 -4.822 1.732
88 H 2.268 -3.803 0.370
89 H 2.574 -6.125 -0.333
90 H 0.956 -5.579 -0.691
91 H 0.876 -7.840 0.154
92 H 0.080 -6.794 1.301
93 H 2.941 -7.863 1.575
94 H 1.537 -8.440 2.469
95 H 2.149 -6.819 2.754


(2)
DFT (ωB97M-V with the def2-TZVPD basis set) results for 2 unconnected molecules or ions with the total composition C8H14OSi at a distorted geometry.

Computed properties:
* relative energy (zero: lowest compared OMol25 entry of this formula, charge and spin): 469.6 kJ/mol
* lowest unoccupied orbital energy (alpha / beta): 0.17 / 0.17 eV
* energy: -18441.977 eV
* strongest force on any atom: 4.17 eV/Å
* Kohn-Sham gap (alpha / beta): 0.2570 / 0.2569 Eh

Positions of all 24 atoms, in Å:
1 C 1.468 2.322 -0.524
2 C -2.259 1.434 1.647
3 C -0.621 -1.616 2.922
4 C 1.620 1.187 0.144
5 C -1.575 0.943 0.644
6 C 0.318 -0.862 2.292
7 C 0.639 -0.535 -3.185
8 C 0.254 -1.973 -1.373
9 O 1.178 -1.539 -2.359
10 Si 0.125 0.120 0.709
11 H 2.277 2.960 -0.590
12 H 0.639 2.631 -1.079
13 H -3.206 1.914 1.378
14 H -2.026 1.417 2.628
15 H -0.448 -2.154 3.887
16 H -1.614 -1.946 2.465
17 H 2.503 0.955 0.597
18 H -2.034 1.113 -0.333
19 H 1.230 -0.667 2.736
20 H -0.363 -0.675 -3.342
21 H 1.202 -0.447 -4.103
22 H 0.692 0.452 -2.546
23 H 0.757 -2.838 -0.993
24 H -0.756 -2.195 -1.620


(3)
DFT (ωB97M-V with the def2-TZVPD basis set) results for a molecular structure, C43H39F3N3O3OsP2S.

Computed properties:
* relative energy (zero: lowest compared OMol25 entry of this formula, charge and spin): 10.7 kJ/mol
* lowest unoccupied orbital energy (alpha / beta): -8.16 / -8.07 eV
* energy: -95846.807 eV
* total charge: +3
* strongest force on any atom: 0.65 eV/Å
* Kohn-Sham gap (alpha / beta): 0.2584 / 0.2606 Eh

Positions of all 95 atoms, in Å:
1 Os 2.279 1.477 0.199
2 C 5.761 0.232 2.475
3 C 5.605 0.948 3.651
4 C 4.473 1.731 3.819
5 C 3.533 1.798 2.807
6 N 3.713 1.130 1.639
7 C 4.799 0.354 1.494
8 C 2.255 2.530 2.917
9 C 1.930 3.366 3.971
10 C 0.685 3.975 3.991
11 C -0.210 3.713 2.967
12 C 0.180 2.871 1.942
13 N 1.390 2.303 1.905
14 H 6.621 -0.402 2.309
15 H 6.350 0.894 4.433
16 H 4.327 2.278 4.738
17 H 4.888 -0.160 0.547
18 H 2.642 3.566 4.758
19 H 0.425 4.653 4.793
20 H -1.188 4.173 2.941
21 H -0.463 2.662 1.097
22 C 0.731 -3.163 0.405
23 C 0.023 -2.643 1.663
24 P -1.745 -2.491 1.254
25 C -2.605 -1.219 2.148
26 C -3.992 -1.129 1.984
27 C -4.695 -0.166 2.683
28 C -4.023 0.688 3.555
29 C -2.650 0.589 3.726
30 C -1.930 -0.365 3.021
31 C -2.594 -4.052 1.429
32 C -3.302 -4.208 2.632
33 C -3.893 -5.426 2.924
34 C -3.785 -6.482 2.029
35 C -3.078 -6.330 0.844
36 C -2.474 -5.122 0.539
37 C 0.514 -2.156 -0.729
38 P -1.285 -1.906 -0.892
39 C -1.986 -3.067 -2.039
40 C -3.348 -2.956 -2.330
41 C -3.929 -3.857 -3.205
42 C -3.154 -4.847 -3.799
43 C -1.795 -4.945 -3.521
44 C -1.204 -4.056 -2.639
45 C -1.760 -0.249 -1.355
46 C -2.276 0.743 -0.524
47 C -2.612 1.972 -1.070
48 C -2.430 2.217 -2.423
49 C -1.907 1.231 -3.251
50 C -1.576 -0.004 -2.724
51 H 0.333 -4.143 0.123
52 H 1.791 -3.308 0.612
53 H 0.411 -1.659 1.937
54 H 0.120 -3.317 2.515
55 H -4.517 -1.807 1.323
56 H -5.766 -0.086 2.562
57 H -4.584 1.427 4.112
58 H -2.139 1.245 4.417
59 H -0.860 -0.436 3.163
60 H -3.399 -3.392 3.334
61 H -4.441 -5.548 3.848
62 H -4.253 -7.430 2.259
63 H -2.993 -7.158 0.153
64 H -1.925 -5.029 -0.388
65 H 0.944 -2.437 -1.690
66 H 0.955 -1.185 -0.451
67 H -3.948 -2.167 -1.890
68 H -4.983 -3.778 -3.435
69 H -3.609 -5.540 -4.493
70 H -1.196 -5.710 -3.997
71 H -0.145 -4.142 -2.429
72 H -2.430 0.575 0.531
73 H -3.027 2.745 -0.436
74 H -2.699 3.180 -2.837
75 H -1.774 1.420 -4.307
76 H -1.209 -0.782 -3.386
77 C 4.671 0.608 -3.974
78 C 3.359 0.182 -3.827
79 C 2.724 0.373 -2.618
80 N 3.329 0.940 -1.560
81 C 4.596 1.363 -1.714
82 C 5.295 1.213 -2.896
83 H 5.190 0.481 -4.914
84 H 2.826 -0.277 -4.648
85 H 1.686 0.100 -2.474
86 H 5.042 1.856 -0.862
87 H 6.309 1.581 -2.964
88 F 0.838 3.118 -3.786
89 C 1.621 3.852 -2.998
90 F 1.459 5.126 -3.267
91 F 2.885 3.499 -3.193
92 S 1.135 3.520 -1.232
93 O 0.123 4.460 -0.911
94 O 2.391 3.523 -0.424
95 O 0.728 2.084 -1.202


(4)
DFT (ωB97M-V with the def2-TZVPD basis set) results for 6 unconnected molecules or ions with the total composition C24H28F7N6O3PS at a distorted geometry.

Computed properties:
* lowest unoccupied orbital energy: -0.59 eV
* energy: -79568.081 eV
* strongest force on any atom: 1.03 eV/Å
* Kohn-Sham gap: 0.2751 Eh

Positions of all 70 atoms, in Å:
1 O 1.352 -2.766 -1.987
2 C 1.184 -1.902 -2.782
3 O 1.192 -2.076 -4.130
4 O 2.148 -3.094 -4.452
5 N 0.991 -0.534 -2.404
6 P 2.531 0.131 -1.857
7 S 2.684 0.565 -0.010
8 C 0.231 0.362 -3.245
9 F 0.208 1.554 -2.615
10 F 0.783 0.573 -4.459
11 C -1.255 -0.073 -3.458
12 F -1.957 1.016 -3.798
13 F -1.315 -0.959 -4.463
14 C -1.927 -0.704 -2.204
15 F -3.255 -0.617 -2.324
16 F -1.562 -0.074 -1.093
17 F -1.572 -1.984 -2.117
18 H 1.595 -3.895 -4.434
19 H 2.673 1.190 -2.752
20 H 3.394 -0.842 -2.372
21 C -0.752 -6.127 1.433
22 C -1.907 -5.493 0.893
23 C -1.471 -4.573 -0.024
24 N -0.106 -4.614 -0.044
25 C 0.340 -5.557 0.835
26 H -0.729 -6.907 2.176
27 H -2.934 -5.693 1.146
28 H -2.011 -3.880 -0.644
29 H 0.480 -4.027 -0.614
30 H 1.395 -5.738 0.957
31 C 4.337 -7.972 -0.989
32 C 3.421 -7.186 -1.740
33 C 3.508 -5.902 -1.274
34 N 4.438 -5.882 -0.271
35 C 4.948 -7.139 -0.091
36 H 4.522 -9.027 -1.094
37 H 2.770 -7.527 -2.528
38 H 2.987 -5.004 -1.565
39 H 4.703 -5.071 0.257
40 H 5.697 -7.334 0.657
41 C 0.885 2.535 5.114
42 C 0.992 2.297 3.716
43 C 2.055 1.455 3.526
44 N 2.592 1.176 4.753
45 C 1.886 1.830 5.726
46 H 0.156 3.152 5.611
47 H 0.360 2.697 2.941
48 H 2.467 1.036 2.625
49 H 3.385 0.583 4.914
50 H 2.153 1.737 6.765
51 C -4.919 4.021 -0.205
52 C -3.513 4.228 -0.158
53 C -2.917 3.113 -0.681
54 N -3.907 2.241 -1.040
55 C -5.129 2.785 -0.754
56 H -5.685 4.699 0.132
57 H -3.000 5.093 0.230
58 H -1.878 2.866 -0.821
59 H -3.755 1.336 -1.443
60 H -6.039 2.249 -0.961
61 C -1.081 8.221 2.892
62 C -2.092 9.209 2.736
63 C -2.666 9.015 1.508
64 N -2.041 7.951 0.919
65 C -1.075 7.460 1.754
66 H -0.435 8.084 3.743
67 H -2.365 9.973 3.445
68 H -3.462 9.540 1.009
69 H -2.258 7.585 0.010
70 H -0.471 6.615 1.473


(5)
DFT (ωB97M-V with the def2-TZVPD basis set) results for a gas-phase ion, C3H7N4O (charge +1) at a distorted geometry.

Computed properties:
* relative energy (zero: lowest compared OMol25 entry of this formula, charge and spin): 493.6 kJ/mol
* lowest unoccupied orbital energy (alpha / beta): -4.90 / -4.90 eV
* energy: -11220.862 eV
* total charge: +1
* strongest force on any atom: 3.15 eV/Å
* Kohn-Sham gap (alpha / beta): 0.3490 / 0.3490 Eh

Positions of all 15 atoms, in Å:
1 C -0.550 -0.176 -2.399
2 C 0.406 -0.687 -0.248
3 C 0.568 0.688 1.732
4 N -1.047 0.738 3.407
5 N -0.395 0.637 2.407
6 N 0.550 -0.609 -1.628
7 N 0.612 0.694 0.334
8 O -0.611 -0.036 -3.567
9 H -0.548 -1.182 -0.107
10 H 1.195 -1.338 0.069
11 H -1.528 -0.042 -1.699
12 H -1.259 -0.148 3.818
13 H 1.364 -0.933 -2.064
14 H 1.486 1.138 -0.045
15 H -0.245 1.254 -0.009